Entry 1:
This record from the Open Molecules 2025 dataset describes 6 unconnected molecules or ions with the total composition C34H84N2O2P2S. The level of theory is ωB97M-V/def2-TZVPD.

Geometry as XYZ:
```
125
C34H84N2O2P2S ωB97M-V/def2-TZVPD
C 4.060 -1.663 -2.196
C 3.809 -0.196 -2.588
S 2.913 0.786 -1.356
C 1.204 0.675 -1.933
P 0.135 -0.451 -0.939
C -1.534 0.255 -1.387
N -1.758 0.474 -2.810
P 0.092 -2.357 -1.994
N 1.182 -3.356 -1.547
O -1.395 -2.883 -1.659
O 0.019 -2.044 -3.573
H 3.524 -1.929 -1.287
H 5.123 -1.841 -2.029
H 3.722 -2.331 -2.989
H 4.748 0.317 -2.786
H 3.209 -0.156 -3.499
H 1.168 0.485 -3.006
H 0.761 1.663 -1.775
H -1.576 1.211 -0.859
H -2.300 -0.381 -0.926
H -2.339 -0.235 -3.231
H -2.137 1.388 -3.006
H 1.790 -3.630 -2.310
H -1.789 -2.413 -0.920
H -0.101 -2.881 -4.038
C -6.058 -1.285 2.515
C -5.138 -1.981 3.512
C -4.174 -1.022 4.209
C -3.248 -0.259 3.260
C -2.400 -1.135 2.344
C -1.416 -2.042 3.075
H -5.486 -0.822 1.709
H -6.756 -1.989 2.060
H -6.643 -0.501 3.002
H -4.580 -2.767 2.997
H -5.738 -2.487 4.274
H -3.583 -1.579 4.941
H -4.751 -0.290 4.783
H -2.587 0.381 3.853
H -3.845 0.419 2.642
H -1.826 -0.483 1.678
H -3.051 -1.738 1.700
H -0.739 -1.446 3.691
H -0.807 -2.605 2.365
H -1.919 -2.762 3.722
C 3.882 -5.106 7.299
C 3.263 -3.711 7.292
C 1.943 -3.633 6.528
C 2.040 -3.984 5.042
C 3.029 -3.134 4.245
C 2.680 -1.650 4.238
H 4.131 -5.441 6.291
H 4.801 -5.124 7.886
H 3.193 -5.834 7.734
H 3.978 -2.996 6.876
H 3.086 -3.394 8.324
H 1.527 -2.628 6.640
H 1.221 -4.309 6.998
H 1.045 -3.879 4.596
H 2.307 -5.038 4.931
H 3.047 -3.501 3.216
H 4.042 -3.271 4.633
H 1.680 -1.490 3.829
H 3.381 -1.085 3.622
H 2.706 -1.219 5.241
C -10.349 2.365 -1.305
C -9.451 1.672 -0.285
C -8.504 2.624 0.442
C -7.511 3.358 -0.462
C -6.619 2.446 -1.302
C -5.738 1.526 -0.463
H -9.770 2.832 -2.103
H -11.034 1.656 -1.771
H -10.949 3.144 -0.828
H -8.880 0.881 -0.780
H -10.076 1.171 0.459
H -7.958 2.066 1.207
H -9.096 3.370 0.982
H -6.878 3.994 0.164
H -8.052 4.036 -1.127
H -5.986 3.070 -1.938
H -7.230 1.845 -1.981
H -5.100 2.103 0.210
H -5.091 0.917 -1.098
H -6.334 0.843 0.144
C 5.094 1.098 1.636
C 4.098 2.103 2.204
C 4.178 3.477 1.542
C 5.523 4.188 1.700
C 5.971 4.399 3.145
C 5.016 5.268 3.959
H 6.128 1.409 1.797
H 4.967 0.119 2.100
H 4.929 0.981 0.564
H 4.242 2.194 3.285
H 3.086 1.711 2.066
H 3.381 4.111 1.941
H 3.967 3.365 0.474
H 5.462 5.162 1.203
H 6.297 3.629 1.167
H 6.960 4.866 3.137
H 6.098 3.433 3.642
H 4.892 6.248 3.494
H 5.393 5.424 4.970
H 4.029 4.811 4.044
C 4.225 -0.904 -9.599
C 3.415 0.378 -9.429
C 3.628 1.060 -8.079
C 3.223 0.220 -6.867
C 1.766 -0.236 -6.860
C 0.771 0.921 -6.839
H 3.943 -1.661 -8.865
H 4.072 -1.335 -10.589
H 5.293 -0.706 -9.483
H 2.353 0.160 -9.574
H 3.689 1.081 -10.219
H 3.080 2.006 -8.068
H 4.685 1.326 -7.979
H 3.399 0.810 -5.961
H 3.878 -0.652 -6.790
H 1.601 -0.856 -5.973
H 1.563 -0.877 -7.723
H 0.938 1.560 -5.969
H -0.255 0.554 -6.789
H 0.855 1.542 -7.732
```

Calculated values
HOMO energy = -8.4 eV
structure (SMILES) = CCSCP(CN)P(=N)(O)O.CCCCCC.CCCCCC.CCCCCC.CCCCCC.CCCCCC
orbital gap = 8.80 eV
total charge = 0

***

Entry 2:
This record from the Open Molecules 2025 dataset describes 4 unconnected molecules or ions with the total composition C34H86FN11O6P3 at a distorted geometry. The level of theory is ωB97M-V/def2-TZVPD.

Geometry as XYZ:
```
141
C34H86FN11O6P3 ωB97M-V/def2-TZVPD
C 5.115 -5.270 -1.405
C 3.804 -4.923 -0.691
O 3.226 -3.756 -1.321
C 1.891 -3.690 -1.320
O 1.177 -4.602 -1.639
C 1.342 -2.336 -0.929
C 0.072 -2.497 -0.097
C -0.937 -1.350 -0.327
C -2.408 -1.772 -0.279
C -3.274 -0.513 -0.229
C -2.582 -2.553 1.026
O -3.943 -2.801 1.299
C -4.672 -3.321 0.200
C -3.835 -3.721 -1.030
C -3.262 -5.142 -0.841
N -4.023 -6.110 -1.614
C -4.100 -7.448 -0.985
N -2.750 -2.738 -1.388
C -3.052 -2.136 -2.732
F -2.194 -1.101 -2.979
C -2.895 -3.154 -3.844
C -1.447 -3.612 -4.031
H 5.902 -5.402 -0.672
H 5.355 -4.456 -2.084
H 4.977 -6.167 -2.002
H 4.017 -4.660 0.344
H 3.122 -5.766 -0.709
H 2.113 -1.844 -0.340
H 1.205 -1.730 -1.824
H 0.362 -2.465 0.952
H -0.381 -3.478 -0.242
H -0.822 -0.651 0.502
H -0.695 -0.783 -1.221
H -3.291 -0.101 0.773
H -2.822 0.233 -0.882
H -4.277 -0.675 -0.618
H -2.166 -1.954 1.831
H -2.072 -3.519 0.983
H -5.386 -2.551 -0.099
H -5.184 -4.221 0.532
H -4.556 -3.812 -1.838
H -2.212 -5.205 -1.156
H -3.275 -5.365 0.232
H -4.967 -5.779 -1.752
H -5.136 -7.658 -0.724
H -3.459 -7.514 -0.112
H -3.816 -8.204 -1.714
H -1.898 -3.289 -1.544
H -4.055 -1.712 -2.695
H -3.588 -3.985 -3.732
H -3.203 -2.621 -4.744
H -1.156 -4.305 -3.238
H -0.753 -2.782 -4.100
H -1.404 -4.212 -4.936
O 0.768 1.457 1.121
P 1.711 2.616 0.959
N 1.055 3.810 1.998
C 0.065 4.795 1.620
C 0.922 3.364 3.378
N 1.533 2.875 -0.744
C 1.084 4.108 -1.351
C 1.066 1.722 -1.489
N 3.256 3.252 0.966
C 3.707 4.470 1.620
C 4.241 2.666 0.056
H 0.065 5.603 2.356
H -0.953 4.385 1.547
H 0.313 5.280 0.680
H 1.902 3.103 3.794
H 0.268 2.489 3.475
H 0.514 4.162 3.996
H 0.012 4.288 -1.198
H 1.265 4.073 -2.428
H 1.657 4.964 -0.986
H -0.029 1.626 -1.427
H 1.505 0.811 -1.088
H 1.358 1.790 -2.540
H 3.351 5.357 1.090
H 4.797 4.496 1.635
H 3.392 4.530 2.658
H 4.350 3.273 -0.845
H 3.949 1.662 -0.247
H 5.218 2.576 0.532
O 6.893 2.852 -2.220
P 7.222 4.094 -2.998
N 6.531 3.656 -4.524
C 7.209 2.938 -5.580
C 5.115 3.342 -4.442
N 8.936 4.081 -2.875
C 9.836 3.947 -4.000
C 9.485 3.424 -1.693
N 7.183 5.732 -3.396
C 6.768 6.335 -4.653
C 7.829 6.672 -2.482
H 6.662 3.076 -6.517
H 7.307 1.861 -5.383
H 8.198 3.344 -5.777
H 4.548 4.212 -4.086
H 4.909 2.503 -3.765
H 4.724 3.087 -5.427
H 9.843 2.931 -4.413
H 10.854 4.184 -3.684
H 9.600 4.665 -4.789
H 9.552 2.335 -1.813
H 8.874 3.622 -0.816
H 10.485 3.814 -1.490
H 7.516 6.174 -5.433
H 6.643 7.412 -4.520
H 5.809 5.964 -5.001
H 8.824 6.944 -2.844
H 7.938 6.241 -1.488
H 7.235 7.582 -2.371
O -7.760 -2.187 3.299
P -7.125 -1.849 4.611
N -8.457 -1.596 5.655
C -9.128 -0.330 5.869
C -9.356 -2.740 5.728
N -6.229 -0.447 4.131
C -6.381 0.868 4.714
C -5.930 -0.355 2.711
N -6.043 -2.199 5.847
C -6.300 -2.166 7.278
C -4.634 -2.351 5.500
H -9.711 -0.386 6.791
H -9.797 -0.047 5.045
H -8.423 0.480 6.038
H -8.828 -3.620 6.114
H -9.782 -3.000 4.753
H -10.177 -2.534 6.414
H -7.320 1.354 4.421
H -5.559 1.511 4.388
H -6.309 0.832 5.804
H -6.767 0.063 2.135
H -5.699 -1.334 2.304
H -5.051 0.279 2.552
H -6.374 -1.139 7.644
H -5.484 -2.658 7.810
H -7.203 -2.704 7.553
H -4.078 -1.435 5.719
H -4.514 -2.575 4.441
H -4.182 -3.177 6.055
```

Calculated values
HOMO energy = -9.5 eV
orbital gap = 7.79 eV
total charge = +1

***

Entry 3:
This record from the Open Molecules 2025 dataset describes a molecular structure, C34H89AgN5O14 at a distorted geometry. The level of theory is ωB97M-V/def2-TZVPD.

Geometry as XYZ:
```
143
C34H89AgN5O14 ωB97M-V/def2-TZVPD
Ag 16.451 -11.809 24.825
C 19.084 -9.216 22.230
C 18.825 -10.721 22.571
O 17.456 -11.002 22.842
H 18.369 -8.802 21.512
H 20.030 -9.234 21.656
H 19.182 -8.622 23.138
H 19.452 -10.892 23.493
H 19.209 -11.382 21.746
C 15.251 -8.298 23.825
C 14.340 -9.500 24.056
O 14.741 -10.324 25.097
H 15.412 -7.745 24.750
H 14.760 -7.614 23.125
H 16.193 -8.641 23.389
H 14.239 -10.110 23.141
H 13.331 -9.140 24.358
C 27.675 -7.365 26.063
O 26.429 -7.710 25.632
C 26.317 -7.521 24.257
C 25.188 -8.345 23.779
N 23.927 -8.065 24.377
C 23.383 -6.725 23.946
C 22.053 -6.480 24.552
O 21.397 -5.535 23.715
C 20.139 -5.191 24.162
H 27.973 -6.380 25.650
H 28.436 -8.088 25.717
H 27.748 -7.297 27.143
H 27.239 -7.815 23.721
H 26.179 -6.448 24.023
H 25.439 -9.381 24.026
H 25.138 -8.260 22.694
H 24.072 -8.093 25.386
H 23.309 -6.706 22.862
H 24.042 -5.918 24.326
H 22.191 -6.077 25.574
H 21.456 -7.410 24.611
H 20.164 -4.827 25.191
H 19.457 -6.059 24.078
H 19.745 -4.446 23.479
C 20.340 -5.108 19.080
O 19.001 -4.991 19.333
C 18.426 -6.164 19.876
C 17.775 -5.796 21.232
N 16.493 -5.268 21.063
C 15.448 -6.285 20.940
C 14.117 -5.614 20.828
O 13.166 -6.593 20.506
C 11.907 -6.081 20.453
H 20.920 -5.414 19.961
H 20.656 -4.127 18.741
H 20.526 -5.846 18.283
H 19.147 -6.993 19.939
H 17.589 -6.556 19.271
H 18.388 -5.074 21.779
H 17.683 -6.587 21.989
H 16.514 -4.660 20.243
H 15.469 -6.952 21.808
H 15.551 -7.000 20.084
H 14.162 -4.827 20.058
H 13.885 -5.173 21.813
H 11.342 -6.584 19.677
H 11.897 -4.993 20.247
H 11.391 -6.177 21.426
C 19.229 -13.563 25.125
O 17.830 -13.689 24.865
C 17.473 -14.798 24.041
C 15.977 -14.786 23.840
N 15.509 -13.479 23.392
C 14.012 -13.432 23.319
C 13.395 -14.239 22.185
O 12.102 -14.622 22.558
C 11.532 -15.598 21.671
H 19.840 -14.133 24.402
H 19.490 -14.046 26.093
H 19.536 -12.526 25.113
H 17.828 -15.743 24.471
H 17.949 -14.681 23.060
H 15.523 -15.048 24.812
H 15.728 -15.646 23.193
H 15.897 -13.372 22.436
H 13.723 -12.381 23.153
H 13.542 -13.695 24.269
H 13.995 -15.142 21.943
H 13.373 -13.656 21.241
H 10.524 -15.807 22.036
H 12.066 -16.561 21.706
H 11.464 -15.193 20.648
C 18.220 -8.280 27.150
C 18.262 -9.159 25.976
O 18.041 -10.528 26.289
O 16.884 -8.010 27.489
H 18.718 -7.322 26.934
H 18.777 -8.740 27.988
H 19.269 -9.059 25.542
H 17.525 -8.833 25.256
H 18.434 -10.793 27.122
H 16.896 -7.285 28.120
C 16.057 -11.998 19.922
C 15.227 -10.857 20.420
O 15.964 -9.856 21.097
O 16.646 -12.706 20.923
H 16.814 -11.626 19.206
H 15.476 -12.683 19.291
H 14.363 -11.249 20.985
H 14.847 -10.359 19.517
H 16.473 -10.250 21.889
H 17.194 -12.017 21.449
C 21.415 -9.449 16.377
C 21.439 -8.693 17.702
C 22.543 -9.161 18.555
O 22.239 -8.757 19.831
C 23.248 -9.021 20.754
N 21.581 -7.226 17.438
H 22.413 -9.536 15.940
H 20.757 -8.955 15.655
H 20.979 -10.447 16.491
H 20.480 -8.926 18.204
H 23.463 -8.648 18.237
H 22.664 -10.245 18.492
H 23.229 -10.068 21.095
H 23.084 -8.386 21.626
H 24.268 -8.792 20.394
H 21.594 -6.718 18.332
H 20.727 -6.902 16.978
C 18.772 -15.304 18.089
C 19.355 -15.556 19.448
C 20.621 -14.714 19.719
O 21.115 -15.108 20.932
C 22.386 -14.535 21.219
N 18.288 -15.386 20.525
H 17.905 -15.931 17.912
H 19.518 -15.490 17.307
H 18.462 -14.254 17.981
H 19.694 -16.608 19.480
H 20.299 -13.658 19.762
H 21.363 -14.892 18.927
H 22.317 -13.436 21.307
H 23.095 -14.745 20.403
H 22.704 -14.936 22.172
H 18.853 -15.316 21.386
H 17.954 -14.399 20.434
```

Calculated values
HOMO energy (alpha / beta) = -8.0 / -7.9 eV
spin multiplicity = 2
energy relative to the best compared isomer or geometry (same formula, charge and spin) = 0.0000 eV
orbital gap (alpha / beta) = 8.36 / 6.47 eV
total charge = 0